(1)
{"formula": "C18H27GeN2O2Pt", "method": "ωB97M-V/def2-TZVPD", "elements": ["Pt", "C", "C", "O", "C", "C", "C", "C", "C", "C", "O", "H", "H", "H", "H", "H", "H", "H", "N", "C", "N", "C", "C", "C", "C", "C", "H", "H", "H", "H", "H", "H", "H", "H", "H", "H", "C", "Ge", "C", "C", "C", "H", "H", "H", "H", "H", "H", "H", "H", "H", "H"], "xyz": [[-0.409, 0.535, -1.465], [2.262, -2.993, -1.406], [0.960, -2.282, -1.686], [1.038, -1.076, -1.976], [-0.275, -3.034, -1.591], [-0.278, -4.427, -1.434], [-1.447, -5.151, -1.312], [-2.681, -4.491, -1.313], [-2.729, -3.132, -1.458], [-1.550, -2.348, -1.644], [-1.690, -1.109, -1.873], [3.062, -2.255, -1.364], [2.484, -3.700, -2.205], [2.216, -3.536, -0.466], [0.664, -4.953, -1.423], [-1.411, -6.223, -1.207], [-3.594, -5.055, -1.197], [-3.668, -2.599, -1.466], [-0.179, 0.278, 0.811], [-0.169, 0.353, 1.969], [-0.147, 0.385, 3.249], [0.001, -0.834, 4.031], [1.185, -0.697, 4.986], [0.995, 0.535, 5.869], [0.885, 1.771, 4.979], [-0.290, 1.617, 4.012], [0.140, -1.679, 3.352], [-0.920, -0.995, 4.602], [2.108, -0.588, 4.409], [1.265, -1.601, 5.590], [1.844, 0.640, 6.546], [0.086, 0.425, 6.465], [1.811, 1.890, 4.411], [0.736, 2.668, 5.580], [-0.342, 2.462, 3.324], [-1.227, 1.567, 4.577], [-1.518, 2.470, -4.378], [-0.031, 3.197, -3.229], [-0.034, 5.207, -3.226], [1.701, 2.443, -3.848], [-0.423, 2.561, -1.427], [-1.365, 2.780, -5.407], [-2.486, 2.830, -4.045], [-1.516, 1.383, -4.332], [0.114, 5.551, -4.246], [0.771, 5.591, -2.609], [-0.976, 5.603, -2.859], [1.910, 2.702, -4.883], [1.673, 1.357, -3.760], [2.520, 2.813, -3.237], [-1.078, 3.145, -0.789]], "lowdin_charge": [1.124, 0.011, -0.339, -0.073, -0.058, 0.009, -0.012, -0.028, 0.049, -0.309, -0.104, 0.099, 0.104, 0.096, 0.119, 0.123, 0.122, 0.133, 0.091, -0.241, -0.094, -0.131, -0.174, -0.198, -0.171, -0.124, 0.129, 0.133, 0.121, 0.117, 0.117, 0.118, 0.121, 0.119, 0.134, 0.134, -0.220, 0.722, -0.209, -0.226, -0.385, 0.016, 0.015, -0.006, 0.014, 0.013, 0.014, 0.019, -0.006, 0.017, -0.047], "homo_ha": [-0.3744, -0.4238], "s_squared": 6.05, "charge": 1, "multiplicity": 5, "de_lowest_kcal_mol": 12.6, "largest_force_ev_per_a": 1.61, "lumo_energy_ev": [-3.563, -6.230], "total_energy_ha": -3157.8758}

***

(2)
{"formula": "C18H27IN2O6", "method": "ωB97M-V/def2-TZVPD", "elements": ["O", "C", "I", "C", "C", "O", "C", "O", "C", "C", "C", "C", "C", "N", "C", "O", "O", "H", "H", "H", "H", "H", "H", "H", "C", "C", "N", "C", "C", "C", "C", "C", "O", "C", "H", "H", "H", "H", "H", "H", "H", "H", "H", "H", "H", "H", "H", "H", "H", "H", "H", "H", "H", "H"], "xyz": [[-4.850, 6.636, -2.141], [-4.535, 5.551, -1.608], [-3.361, 5.731, 0.262], [-4.912, 4.102, -2.238], [-3.497, 3.505, -2.774], [-3.503, 2.058, -2.916], [-2.782, 1.423, -1.886], [-3.361, 0.527, -1.201], [-1.230, 1.744, -1.551], [-0.987, 2.203, -0.107], [0.524, 2.579, 0.243], [1.448, 2.392, -1.005], [1.009, 1.871, -2.384], [-0.349, 1.550, -2.637], [-3.133, 4.104, -4.244], [-3.954, 3.877, -5.201], [-1.954, 4.784, -4.412], [-5.269, 3.417, -1.399], [-5.668, 4.281, -3.069], [-2.698, 3.919, -2.072], [-1.826, 2.310, 0.672], [0.867, 2.968, 1.252], [2.557, 2.668, -0.882], [1.781, 1.763, -3.216], [0.341, -0.513, 1.721], [0.753, -1.842, 2.327], [0.754, -3.020, 1.348], [-0.693, -3.249, 0.889], [1.135, -4.316, 2.079], [2.548, -4.398, 2.630], [1.571, -2.780, 0.058], [3.041, -2.378, 0.211], [3.167, -1.131, 0.870], [4.259, -1.044, 1.778], [-0.687, -0.526, 1.352], [0.389, 0.261, 2.493], [0.986, -0.189, 0.905], [0.054, -2.107, 3.128], [1.739, -1.772, 2.779], [-1.314, -3.404, 1.772], [-0.711, -4.134, 0.250], [-1.030, -2.382, 0.324], [0.968, -5.142, 1.381], [0.426, -4.418, 2.904], [3.258, -4.700, 1.861], [2.591, -5.186, 3.388], [2.893, -3.480, 3.105], [1.043, -1.995, -0.489], [1.502, -3.705, -0.521], [3.456, -2.254, -0.797], [3.634, -3.157, 0.683], [4.984, -1.855, 1.661], [3.865, -1.056, 2.799], [4.760, -0.093, 1.623]], "lowdin_charge": [-0.038, -0.697, 0.676, -0.076, -0.236, 0.009, -0.321, 0.034, -0.153, -0.003, -0.032, -0.062, -0.094, 0.092, -0.541, -0.078, -0.181, 0.120, 0.134, 0.098, 0.105, 0.091, 0.085, 0.109, -0.062, -0.151, -0.240, 0.025, -0.152, -0.055, -0.047, -0.186, -0.200, -0.073, 0.079, 0.100, 0.061, 0.135, 0.097, 0.114, 0.111, 0.105, 0.133, 0.130, 0.076, 0.096, 0.075, 0.138, 0.143, 0.143, 0.092, 0.096, 0.081, 0.095], "homo_ha": -0.2238, "charge": 0, "de_lowest_kcal_mol": 148.7, "largest_force_ev_per_a": 6.11, "lumo_energy_ev": -0.980, "total_energy_ha": -1560.4143}

***

(3)
{"formula": "C18H27N2O3", "method": "ωB97M-V/def2-TZVPD", "elements": ["C", "C", "C", "C", "C", "C", "N", "C", "C", "C", "C", "O", "C", "C", "O", "C", "C", "C", "C", "C", "C", "N", "O", "H", "H", "H", "H", "H", "H", "H", "H", "H", "H", "H", "H", "H", "H", "H", "H", "H", "H", "H", "H", "H", "H", "H", "H", "H", "H", "H"], "xyz": [[-2.836, -4.608, 1.863], [-1.945, -4.939, 1.140], [-0.783, -5.390, 0.401], [0.054, -4.221, -0.132], [0.180, -3.052, 0.881], [-0.397, -1.816, 0.302], [-1.742, -1.727, 0.399], [-2.445, -0.684, -0.070], [-1.796, 0.335, -0.695], [-0.419, 0.298, -0.847], [0.279, 1.431, -1.568], [0.930, 2.315, -0.693], [0.086, 2.995, 0.224], [-0.975, 3.875, -0.416], [-1.882, 4.370, 0.548], [-1.320, 5.301, 1.465], [-1.168, 4.679, 2.864], [0.293, -0.790, -0.336], [1.787, -0.821, -0.501], [2.219, -1.388, -1.886], [3.581, -0.881, -2.289], [4.469, -0.537, -1.238], [3.903, -0.847, -3.449], [-3.714, -4.385, 2.415], [-1.143, -5.959, -0.455], [-0.183, -6.088, 0.973], [-0.404, -3.862, -1.052], [1.040, -4.578, -0.402], [-0.302, -3.271, 1.829], [1.225, -2.901, 1.099], [-2.233, -2.499, 0.848], [-3.514, -0.714, 0.055], [-2.372, 1.164, -1.069], [1.053, 1.006, -2.196], [-0.433, 1.908, -2.240], [-0.381, 2.323, 0.947], [0.745, 3.637, 0.798], [-0.534, 4.710, -0.962], [-1.592, 3.338, -1.129], [-1.973, 6.164, 1.552], [-0.359, 5.674, 1.114], [-0.142, 4.346, 3.008], [-1.800, 3.800, 2.917], [-1.431, 5.381, 3.645], [2.289, -1.377, 0.276], [2.141, 0.198, -0.404], [1.494, -1.092, -2.632], [2.279, -2.468, -1.800], [4.352, 0.439, -0.983], [5.415, -0.639, -1.586]], "lowdin_charge": [0.131, -0.151, -0.182, -0.150, -0.098, -0.135, 0.167, 0.004, 0.030, -0.085, -0.148, -0.092, -0.167, -0.195, -0.142, -0.254, -0.063, -0.068, -0.119, -0.074, -0.505, 0.125, 0.109, 0.046, 0.127, 0.130, 0.120, 0.115, 0.125, 0.113, 0.133, 0.147, 0.130, 0.128, 0.134, 0.132, 0.127, 0.138, 0.108, 0.116, 0.116, 0.064, 0.074, 0.073, 0.114, 0.105, 0.118, 0.126, 0.101, 0.100], "homo_ha": -0.4504, "smiles": "C#CCCCc1[nH+]ccc(COCCOCC)c1CCC(N)=O", "charge": 1, "de_lowest_kcal_mol": 100.8, "largest_force_ev_per_a": 1.51, "lumo_energy_ev": -4.034, "total_energy_ha": -1037.0041}

***

(4)
{"formula": "C18H27N3O2S", "method": "ωB97M-V/def2-TZVPD", "elements": ["C", "C", "C", "N", "C", "C", "C", "C", "C", "S", "H", "H", "H", "O", "C", "N", "C", "C", "N", "C", "C", "H", "H", "C", "H", "H", "C", "O", "H", "H", "H", "H", "C", "C", "H", "H", "H", "H", "C", "H", "H", "H", "H", "H", "H", "H", "H", "H", "H", "H", "H"], "xyz": [[0.455, 2.333, -1.250], [1.481, 1.458, -0.569], [1.333, 0.853, 0.570], [2.399, 0.084, 0.845], [3.182, 0.259, -0.247], [4.454, -0.082, -0.196], [5.301, 0.200, -1.081], [6.625, -0.261, -1.197], [6.650, -1.027, -0.050], [5.262, -1.101, 0.910], [7.473, -1.425, 0.431], [7.366, -0.057, -1.855], [5.157, 0.793, -2.178], [2.616, 1.348, -0.972], [-0.034, 0.636, 1.349], [-1.271, 0.235, 0.838], [-1.042, -1.243, 0.240], [-2.315, -1.456, -0.617], [-3.388, -1.137, 0.006], [-3.665, 0.136, 0.732], [-2.459, 0.354, 1.412], [-2.528, -0.276, 2.486], [-2.484, 1.477, 1.984], [-3.857, 1.268, -0.254], [-2.807, 1.663, -1.036], [-4.306, 0.882, -1.278], [-4.477, 2.276, 0.131], [-5.837, 2.450, 0.276], [-6.102, 1.491, 0.991], [-3.985, 2.726, 1.152], [-4.382, 3.399, -0.625], [-4.552, 0.044, 1.138], [-4.653, -1.879, -0.398], [-4.920, -2.018, -1.960], [-5.881, -2.429, -2.171], [-4.068, -2.231, -2.415], [-4.895, -0.867, -2.493], [-5.542, -1.402, 0.318], [-4.679, -3.328, 0.087], [-5.717, -3.737, -0.066], [-3.775, -4.002, -0.246], [-4.644, -3.325, 1.384], [-2.349, -0.795, -1.557], [-2.251, -2.581, -0.999], [-1.130, -1.757, 0.935], [-0.002, -1.212, -0.410], [-0.143, 1.517, 1.977], [0.340, -0.213, 2.319], [-0.545, 2.394, -0.965], [0.190, 2.047, -2.312], [0.795, 3.408, -1.405]], "lowdin_charge": [0.026, -0.413, -0.245, 0.209, -0.253, -0.560, -0.218, -0.086, -0.419, 1.115, 0.034, 0.073, 0.193, 0.191, -0.145, -0.148, 0.012, -0.289, -0.135, -0.274, -0.290, 0.173, 0.183, -0.268, 0.227, 0.151, -0.520, -0.116, 0.237, 0.156, 0.205, 0.081, -0.369, -0.046, 0.061, -0.009, 0.133, 0.179, -0.126, 0.071, 0.095, 0.141, 0.134, 0.164, -0.022, 0.190, 0.099, 0.185, 0.025, 0.101, 0.107], "homo_ha": -0.2881, "charge": 0, "de_lowest_kcal_mol": 466.0, "largest_force_ev_per_a": 19.23, "lumo_energy_ev": 0.344, "total_energy_ha": -1414.3697}